The following is a quantum chemistry calculation of an isolated ion of composition C3H2NOS and charge -1, from OMol25.

```
! RIJCOSX wB97M-V def2-TZVPD def2/J DEFGRID3
* xyz -1 1
C -0.632 1.200 -0.009
C 0.256 -1.429 -0.049
C -1.728 0.478 -0.070
N 0.697 0.887 -0.005
O 1.073 -0.420 0.014
S -3.143 -0.256 0.016
H -0.740 2.285 -0.001
H 0.898 -2.335 0.011
*
```

Output
HOMO level, eV: -2.03
Lowest unoccupied orbital energy, eV: 3.7
Relative energy (zero: lowest compared OMol25 entry of this formula, charge and spin), kJ/mol: 550.79
Orbital gap, eV: 5.71
Total energy, eV: -17510.935

Results of the natural (NBO) charge analysis, in e, for atoms 1 through 2: -0.23, -0.10

The following is a quantum chemistry calculation of an isolated ion of composition C3H2NOS and charge -1, from OMol25.

```
! RIJCOSX wB97M-V def2-TZVPD def2/J DEFGRID3
* xyz -1 1
S 2.532 0.202 -0.029
C 0.915 -0.027 0.003
C 0.001 -1.106 0.042
N -1.341 -0.827 0.075
O -1.563 0.471 0.018
C -0.412 1.192 0.099
H 0.376 -2.194 0.070
H -0.509 2.288 -0.277
*
```

Output
HOMO level (alpha / beta), eV: -2.44 / -2.44
Lowest unoccupied orbital energy (alpha / beta), eV: 4.0 / 4.0
SMILES: [S-]c1cnoc1
Relative energy (zero: lowest compared OMol25 entry of this formula, charge and spin), kJ/mol: 306.34
Orbital gap (alpha / beta), eV: 6.41 / 6.41
Total energy, eV: -17513.469

Results of the natural (NBO) charge analysis, in e, for atoms 1 through 2: -0.37, -0.27

The following is a quantum chemistry calculation of C3H2NOS2 as an isolated structure, from OMol25.

```
! RIJCOSX wB97M-V def2-TZVPD def2/J DEFGRID3
* xyz -1 1
C 0.240 -0.696 0.806
C 1.172 0.426 0.746
C -1.097 -0.035 -0.935
N -0.765 -0.908 0.043
O 2.138 0.658 1.490
S -2.661 0.637 -1.165
S 0.779 1.394 -0.640
H 0.650 -1.382 1.462
H -0.455 -0.094 -1.807
*
```

Output
HOMO level, eV: -3.80
Lowest unoccupied orbital energy, eV: 3.3
Relative energy (zero: lowest compared OMol25 entry of this formula, charge and spin), kJ/mol: 199.75
Orbital gap, eV: 7.14
Total energy, eV: -28351.776

Results of the natural (NBO) charge analysis, in e, for atoms 1 through 2: 0.02, 0.28

The following is a quantum chemistry calculation of C3H2NP as an isolated structure, from OMol25.

```
! RIJCOSX wB97M-V def2-TZVPD def2/J DEFGRID3
* xyz 0 3
C -1.279 1.544 -0.371
C 0.315 0.259 -0.276
C 0.511 -1.053 0.282
N -2.188 2.225 -0.434
P 1.952 0.186 -0.189
H 0.321 -1.233 1.336
H 0.367 -1.927 -0.347
*
```

Output
HOMO level (alpha / beta), eV: -7.81 / -10.93
Lowest unoccupied orbital energy (alpha / beta), eV: -0.7 / -3.4
Relative energy (zero: lowest compared OMol25 entry of this formula, charge and spin), kJ/mol: 347.25
Orbital gap (alpha / beta), eV: 7.07 / 7.49
Total energy, eV: -13914.280

Results of the natural (NBO) charge analysis, in e, for atoms 1 through 2: 0.21, -0.24

The following is a quantum chemistry calculation of an isolated ion of composition C3H2NS3 and charge -1, from OMol25.

```
! RIJCOSX wB97M-V def2-TZVPD def2/J DEFGRID3
* xyz -1 1
N 0.263 -0.787 1.765
S -1.217 -0.264 1.357
C -1.222 0.195 -0.293
S -2.643 0.368 -1.122
C -0.021 0.239 -0.995
C 1.207 0.155 -0.578
S 2.765 0.031 -0.360
H 0.908 -0.104 2.224
H -0.040 0.167 -1.999
*
```

Output
HOMO level, eV: -3.44
Lowest unoccupied orbital energy, eV: 3.1
SMILES: [NH-]SC(=S)C=C=S
Relative energy (zero: lowest compared OMol25 entry of this formula, charge and spin), kJ/mol: 253.70
Orbital gap, eV: 6.58
Total energy, eV: -37137.915

Results of the natural (NBO) charge analysis, in e, for atoms 1 through 2: -1.17, 0.61

The following is a quantum chemistry calculation of one molecule with the formula C3H2O, from OMol25.

```
! RIJCOSX wB97M-V def2-TZVPD def2/J DEFGRID3
* xyz 0 1
C -0.054 0.748 -0.796
C -0.922 0.948 0.133
C -0.101 -0.270 0.426
O 0.901 0.063 -1.191
H 0.641 -0.220 1.222
H -0.466 -1.269 0.205
*
```

Output
HOMO level, eV: -9.39
Lowest unoccupied orbital energy, eV: -0.6
Relative energy (zero: lowest compared OMol25 entry of this formula, charge and spin), kJ/mol: 349.80
Orbital gap, eV: 8.80
Total energy, eV: -5184.566

Results of the natural (NBO) charge analysis, in e, for atoms 1 through 2: 0.37, -0.29

The following is a quantum chemistry calculation of a 2-piece molecular cluster, C3H2O2 overall, from OMol25.

```
! RIJCOSX wB97M-V def2-TZVPD def2/J DEFGRID3
* xyz 0 1
C 0.050 0.557 -0.578
C 1.837 -0.515 0.259
C -1.213 -0.037 -0.042
O 2.902 -0.546 -0.096
O -0.597 1.192 0.346
H -2.114 0.213 -0.567
H -0.866 -0.864 0.678
*
```

Output
HOMO level, eV: -9.63
Lowest unoccupied orbital energy, eV: 0.2
Relative energy (zero: lowest compared OMol25 entry of this formula, charge and spin), kJ/mol: 305.50
Orbital gap, eV: 9.81
Total energy, eV: -7233.736

Results of the natural (NBO) charge analysis, in e, for atoms 1 through 2: 0.27, 0.52

The following is a quantum chemistry calculation of a 2-piece molecular cluster, C3H2O2 overall, from OMol25.

```
! RIJCOSX wB97M-V def2-TZVPD def2/J DEFGRID3
* xyz 0 1
O -1.174 -2.781 -1.360
C -0.180 -2.655 -0.806
O 0.809 -2.508 -0.237
C -0.454 1.790 0.644
C 0.815 2.081 0.566
H -1.494 1.662 0.683
H 1.677 2.411 0.510
*
```

Output
HOMO level, eV: -10.44
Lowest unoccupied orbital energy, eV: 0.6
SMILES: O=C=O.C#C
Relative energy (zero: lowest compared OMol25 entry of this formula, charge and spin), kJ/mol: 111.62
Orbital gap, eV: 11.00
Total energy, eV: -7235.746

Results of the natural (NBO) charge analysis, in e, for atoms 1 through 2: -0.51, 1.02

The following is a quantum chemistry calculation of C3H2O2 as an isolated structure, from OMol25.

```
! RIJCOSX wB97M-V def2-TZVPD def2/J DEFGRID3
* xyz 0 1
C 2.102 0.059 0.386
C -0.419 -0.525 -0.089
C 0.589 -1.118 -0.013
O 1.891 -1.359 0.174
O 2.707 0.664 -0.420
H 1.675 0.390 1.268
H -1.446 -0.188 -0.106
*
```

Output
HOMO level, eV: -10.46
Lowest unoccupied orbital energy, eV: 0.7
Relative energy (zero: lowest compared OMol25 entry of this formula, charge and spin), kJ/mol: 228.59
Orbital gap, eV: 11.19
Total energy, eV: -7234.533

Results of the natural (NBO) charge analysis, in e, for atoms 1 through 2: 0.64, -0.32

The following is a quantum chemistry calculation of C3H2O2Pt as an isolated structure, from OMol25.

```
! RIJCOSX wB97M-V def2-TZVPD def2/J DEFGRID3
* xyz 1 4
O 0.366 0.902 1.833
C 0.751 0.297 0.857
C -0.104 -0.708 0.119
H -0.776 -1.365 0.678
C -0.413 -0.210 -1.227
O 0.512 -1.207 -1.072
H 1.790 0.403 0.467
Pt -1.185 0.759 -2.441
*
```

Output
HOMO level (alpha / beta), eV: -11.82 / -15.50
Lowest unoccupied orbital energy (alpha / beta), eV: -5.5 / -8.4
Relative energy (zero: lowest compared OMol25 entry of this formula, charge and spin), kJ/mol: 150.00
Orbital gap (alpha / beta), eV: 6.32 / 7.11
Total energy, eV: -10468.764

Results of the natural (NBO) charge analysis, in e, for atoms 1 through 2: -0.07, 0.15

The following is a quantum chemistry calculation of C3H2O2Sr as an isolated structure, from OMol25.

```
! RIJCOSX wB97M-V def2-TZVPD def2/J DEFGRID3
* xyz 2 1
O 1.274 -0.003 -0.429
C -1.171 1.722 0.579
C 0.146 -0.475 -0.288
O -1.240 0.727 -0.557
C -0.901 0.294 0.759
Sr 3.596 -0.455 -0.876
H -0.077 -1.527 -0.524
H -1.628 -0.283 1.336
*
```

Output
HOMO level, eV: -17.66
Lowest unoccupied orbital energy, eV: -9.9
Relative energy (zero: lowest compared OMol25 entry of this formula, charge and spin), kJ/mol: 98.85
Orbital gap, eV: 7.81
Total energy, eV: -8050.494

Results of the natural (NBO) charge analysis, in e, for atoms 1 through 2: -0.84, 0.58

The following is a quantum chemistry calculation of C3H2O2Tm as an isolated structure, from OMol25.

```
! RIJCOSX wB97M-V def2-TZVPD def2/J DEFGRID3
* xyz 1 3
O -0.867 -1.391 0.071
C -0.541 -0.342 0.808
C 0.636 0.339 0.598
O 0.855 0.301 -0.799
C 0.119 1.312 -1.358
Tm -0.264 -1.180 -2.202
H -1.161 -0.056 1.670
H 1.224 1.018 1.213
*
```

Output
HOMO level (alpha / beta), eV: -12.11 / -12.31
Lowest unoccupied orbital energy (alpha / beta), eV: -5.6 / -5.7
Relative energy (zero: lowest compared OMol25 entry of this formula, charge and spin), kJ/mol: 206.10
Orbital gap (alpha / beta), eV: 6.52 / 6.60
Total energy, eV: -36754.660

Results of the natural (NBO) charge analysis, in e, for atoms 1 through 2: -0.89, 0.21